{"formula": "C35H37N4O3OsPS2", "method": "ωB97M-V with the def2-TZVPD basis set", "max_force_ev_per_a": 0.7, "e_above_lowest_kcal_mol": 11.3, "e_homo_ha": [-0.2444, -0.2696], "e_lumo_ev": [0.14, -0.07], "multiplicity": 5, "elements": ["Os", "C", "C", "C", "C", "C", "C", "C", "C", "H", "H", "H", "H", "H", "S", "P", "S", "C", "C", "C", "C", "C", "C", "C", "C", "C", "C", "C", "C", "H", "H", "H", "H", "H", "H", "H", "H", "H", "H", "N", "N", "H", "H", "H", "H", "C", "C", "C", "C", "C", "C", "H", "H", "H", "H", "H", "C", "N", "C", "C", "C", "O", "N", "C", "O", "H", "H", "H", "H", "H", "C", "C", "C", "O", "C", "H", "H", "H", "H", "H", "H", "H", "H"], "coordinates": [[0.472, -0.302, 0.599], [1.365, -1.315, 3.161], [0.684, -0.699, 3.947], [-0.124, 0.062, 4.843], [0.327, 1.313, 5.277], [-0.425, 2.047, 6.177], [-1.630, 1.546, 6.654], [-2.086, 0.309, 6.218], [-1.339, -0.432, 5.318], [1.268, 1.697, 4.906], [-0.067, 3.013, 6.513], [-2.215, 2.119, 7.363], [-3.028, -0.082, 6.582], [-1.688, -1.398, 4.976], [-1.281, -1.730, -3.308], [-0.790, 0.179, -3.232], [-0.152, 0.976, -1.464], [-2.190, 1.217, -3.786], [-3.083, 0.697, -4.719], [-4.122, 1.478, -5.203], [-4.280, 2.782, -4.754], [-3.394, 3.303, -3.822], [-2.351, 2.525, -3.340], [0.499, 0.563, -4.471], [0.606, -0.228, -5.612], [1.537, 0.082, -6.592], [2.369, 1.181, -6.439], [2.270, 1.970, -5.301], [1.338, 1.663, -4.320], [-2.966, -0.328, -5.049], [-4.813, 1.065, -5.926], [-5.094, 3.390, -5.128], [-3.515, 4.318, -3.466], [-1.664, 2.929, -2.608], [-0.035, -1.095, -5.715], [1.615, -0.540, -7.475], [3.099, 1.421, -7.202], [2.921, 2.824, -5.172], [1.270, 2.270, -3.426], [-2.279, -1.901, 1.641], [-1.762, -1.232, 0.480], [-3.268, -2.092, 1.496], [-2.249, -1.194, 2.372], [-2.332, -0.433, 0.203], [-1.757, -1.881, -0.301], [4.304, -3.694, 1.292], [4.470, -2.318, 1.370], [3.503, -1.532, 1.976], [2.355, -2.124, 2.508], [2.189, -3.507, 2.425], [3.164, -4.285, 1.823], [5.064, -4.307, 0.826], [5.359, -1.855, 0.961], [3.619, -0.457, 2.038], [1.295, -3.958, 2.837], [3.037, -5.359, 1.771], [-2.999, 3.413, 3.538], [-1.760, 3.012, 2.886], [-0.682, 3.843, 2.865], [0.496, 3.490, 2.317], [0.570, 2.175, 1.742], [1.589, 1.681, 1.196], [-0.520, 1.378, 1.759], [-1.689, 1.722, 2.348], [-2.663, 0.977, 2.414], [-3.082, 4.498, 3.502], [-3.017, 3.075, 4.574], [-3.835, 2.963, 3.011], [-0.845, 4.816, 3.311], [1.342, 4.156, 2.285], [2.670, -3.192, -2.046], [1.616, -4.157, -1.462], [0.650, -3.262, -0.696], [1.413, -2.074, -0.391], [2.276, -1.814, -1.526], [2.665, -3.197, -3.134], [3.667, -3.466, -1.704], [2.087, -4.876, -0.794], [1.088, -4.706, -2.240], [0.315, -3.670, 0.257], [-0.195, -2.977, -1.323], [3.107, -1.220, -1.149], [1.711, -1.247, -2.265]]}


{"formula": "C2H5O3S3", "method": "ωB97M-V with the def2-TZVPD basis set", "max_force_ev_per_a": 4.0, "e_above_lowest_kcal_mol": 14.2, "total_charge": -1, "e_homo_ha": -0.1832, "e_lumo_ev": 3.22, "elements": ["C", "C", "O", "O", "O", "S", "S", "S", "H", "H", "H", "H", "H"], "coordinates": [[-0.072, -1.958, -0.059], [0.349, -0.653, 0.670], [-0.171, 0.925, -1.513], [2.113, 0.114, -0.971], [1.024, 1.992, 0.304], [-1.912, 2.196, 0.656], [0.754, -0.658, 2.207], [0.856, 0.783, -0.479], [-1.055, -2.000, -0.384], [0.295, -2.861, 0.498], [0.577, -1.791, -0.908], [-0.489, 2.321, 0.412], [-2.269, 1.590, -0.435]]}


{"formula": "C6H11O5", "method": "ωB97M-V with the def2-TZVPD basis set", "max_force_ev_per_a": 8.5, "e_above_lowest_kcal_mol": 72.7, "total_charge": -1, "e_homo_ha": -0.1577, "e_lumo_ev": 3.15, "elements": ["O", "C", "O", "C", "C", "O", "O", "H", "H", "H", "C", "C", "C", "O", "H", "H", "H", "H", "H", "H", "H", "H"], "coordinates": [[-0.797, -2.264, 3.012], [-0.667, -1.716, 1.785], [0.294, -2.217, 0.771], [-1.657, -0.456, 1.406], [-3.251, -0.898, 1.584], [-4.084, -0.231, 2.397], [-3.658, -2.092, 0.771], [-1.428, 0.538, 1.980], [-1.515, -0.273, 0.238], [-3.822, -2.794, 1.469], [2.587, 1.763, -0.631], [1.578, 0.655, -0.889], [1.454, 0.352, -2.373], [0.306, 1.047, -0.379], [2.280, 2.694, -1.121], [2.656, 1.979, 0.440], [3.580, 1.486, -0.998], [1.881, -0.251, -0.352], [1.107, 1.233, -2.925], [0.716, -0.438, -2.544], [2.413, 0.033, -2.792], [0.029, 1.850, -0.849]]}


{"formula": "C12H36BrO6", "method": "ωB97M-V with the def2-TZVPD basis set", "max_force_ev_per_a": 2.5, "e_above_lowest_kcal_mol": 17.4, "total_charge": -1, "e_homo_ha": -0.2273, "e_lumo_ev": 3.22, "elements": ["Br", "C", "C", "C", "O", "H", "H", "H", "H", "H", "H", "H", "H", "C", "C", "C", "O", "H", "H", "H", "H", "H", "H", "H", "H", "C", "C", "C", "O", "H", "H", "H", "H", "H", "H", "H", "H", "C", "O", "H", "H", "H", "H", "C", "O", "H", "H", "H", "H", "C", "O", "H", "H", "H", "H"], "coordinates": [[9.304, 20.177, 14.762], [7.427, 16.800, 12.648], [8.609, 16.161, 13.396], [9.938, 16.370, 12.723], [8.600, 16.698, 14.664], [6.481, 16.715, 13.183], [7.223, 16.306, 11.698], [7.531, 17.877, 12.512], [8.393, 15.093, 13.415], [10.185, 17.417, 12.546], [10.110, 15.870, 11.770], [10.669, 16.071, 13.475], [9.025, 17.555, 14.582], [13.940, 20.376, 11.783], [12.885, 19.705, 12.604], [13.221, 19.663, 14.105], [11.671, 20.462, 12.460], [13.956, 21.451, 11.960], [13.766, 20.215, 10.719], [14.930, 19.974, 12.002], [12.673, 18.702, 12.233], [13.895, 18.840, 14.343], [12.308, 19.457, 14.664], [13.592, 20.659, 14.350], [11.010, 20.177, 13.095], [4.716, 20.221, 15.666], [4.985, 19.101, 14.629], [5.069, 19.661, 13.214], [6.189, 18.454, 14.938], [4.959, 19.907, 16.682], [3.658, 20.473, 15.730], [5.329, 21.110, 15.519], [4.131, 18.425, 14.604], [4.212, 20.304, 13.017], [4.957, 18.887, 12.454], [5.950, 20.302, 13.172], [6.903, 19.094, 14.903], [7.098, 21.966, 17.866], [8.365, 22.234, 17.348], [6.356, 22.244, 17.118], [6.995, 20.926, 18.176], [7.014, 22.637, 18.721], [8.585, 21.649, 16.619], [8.603, 18.791, 18.682], [8.250, 18.263, 17.429], [7.827, 18.829, 19.447], [9.342, 18.154, 19.168], [9.110, 19.751, 18.590], [8.800, 18.674, 16.758], [11.685, 23.473, 15.129], [11.403, 22.540, 16.136], [12.513, 24.110, 15.441], [11.868, 23.012, 14.158], [10.888, 24.205, 15.004], [10.919, 21.865, 15.653]]}


{"formula": "CH4IN2", "method": "ωB97M-V with the def2-TZVPD basis set", "max_force_ev_per_a": 0.9, "e_above_lowest_kcal_mol": 60.9, "total_charge": 1, "e_homo_ha": [-0.5171, -0.5500], "e_lumo_ev": [-5.16, -7.18], "multiplicity": 3, "elements": ["C", "N", "N", "I", "H", "H", "H", "H"], "coordinates": [[0.247, -0.410, -1.065], [1.104, 0.266, 1.315], [-1.012, -0.460, -1.131], [1.748, -0.727, -2.358], [1.943, -0.305, 1.338], [1.337, 1.235, 1.114], [-1.575, -0.259, -0.302], [-1.531, -0.708, -1.981]]}


{"formula": "C28H50O7P", "method": "ωB97M-V with the def2-TZVPD basis set", "max_force_ev_per_a": 0.9, "total_charge": -1, "e_homo_ha": -0.1375, "e_lumo_ev": 2.06, "elements": ["C", "C", "C", "C", "C", "C", "P", "C", "C", "C", "C", "O", "C", "C", "C", "C", "C", "C", "C", "C", "C", "C", "H", "H", "H", "H", "H", "H", "H", "H", "H", "H", "H", "H", "H", "H", "H", "H", "H", "H", "H", "H", "H", "H", "H", "H", "H", "H", "H", "H", "H", "H", "H", "H", "H", "H", "H", "H", "H", "H", "C", "C", "C", "O", "C", "O", "O", "H", "H", "H", "H", "H", "H", "C", "C", "C", "O", "C", "O", "O", "H", "H", "H", "H", "H", "H"], "coordinates": [[-4.329, -5.170, 0.457], [-3.878, -4.201, 1.561], [-2.889, -4.788, 2.577], [-1.407, -4.651, 2.245], [-0.927, -5.345, 0.953], [0.071, -4.537, 0.109], [-0.673, -3.008, -0.792], [0.556, -3.237, -2.285], [0.728, -1.991, -3.145], [-0.419, -1.770, -4.132], [0.566, -1.815, 0.111], [0.275, -0.406, -0.134], [0.410, 0.397, 0.962], [1.657, 0.507, 1.578], [1.861, 1.332, 2.694], [3.223, 1.473, 3.327], [0.769, 2.046, 3.193], [-0.468, 1.943, 2.557], [-0.683, 1.140, 1.428], [-2.053, 1.139, 0.783], [-1.973, 1.386, -0.743], [-2.869, -0.113, 1.122], [-4.347, -6.198, 0.805], [-3.645, -5.091, -0.383], [-5.306, -4.879, 0.077], [-3.418, -3.343, 1.078], [-4.756, -3.853, 2.105], [-3.051, -4.257, 3.518], [-3.150, -5.827, 2.785], [-1.113, -3.606, 2.217], [-0.861, -5.103, 3.076], [-1.744, -5.686, 0.325], [-0.393, -6.248, 1.261], [0.924, -4.300, 0.758], [0.450, -5.222, -0.649], [-1.619, -2.776, 0.290], [-1.288, -1.864, -1.502], [-1.656, -3.917, -1.451], [0.193, -4.041, -2.931], [1.531, -3.567, -1.920], [1.648, -2.081, -3.733], [0.841, -1.090, -2.538], [-1.387, -1.941, -3.675], [-0.410, -0.731, -4.474], [-0.309, -2.390, -5.019], [1.590, -2.032, -0.203], [0.471, -2.002, 1.180], [2.498, -0.057, 1.201], [3.923, 1.867, 2.596], [3.580, 0.533, 3.732], [3.156, 2.227, 4.103], [0.874, 2.694, 4.051], [-1.303, 2.511, 2.946], [-2.573, 1.992, 1.212], [-2.153, 0.472, -1.299], [-0.976, 1.718, -1.001], [-2.660, 2.176, -1.035], [-2.606, -0.538, 2.084], [-2.747, -0.851, 0.338], [-3.928, 0.144, 1.136], [0.942, 1.701, -2.903], [0.843, 1.875, -4.397], [1.771, 2.918, -4.980], [1.038, 3.395, -6.116], [-0.281, 3.182, -5.874], [-1.162, 3.634, -6.532], [-0.444, 2.403, -4.785], [0.557, 2.583, -2.389], [0.353, 0.846, -2.569], [1.977, 1.535, -2.602], [0.972, 0.915, -4.903], [2.728, 2.511, -5.297], [1.939, 3.754, -4.296], [1.454, 5.395, 1.610], [2.407, 5.682, 2.746], [3.270, 6.912, 2.567], [4.464, 6.561, 3.278], [4.556, 5.205, 3.291], [5.514, 4.599, 3.640], [3.404, 4.652, 2.848], [2.007, 5.103, 0.717], [0.788, 4.570, 1.864], [0.850, 6.275, 1.386], [1.869, 5.717, 3.697], [2.832, 7.812, 2.992], [3.526, 7.092, 1.519]]}


{"formula": "C11H19PS", "method": "ωB97M-V with the def2-TZVPD basis set", "max_force_ev_per_a": 6.1, "e_above_lowest_kcal_mol": 27.6, "e_homo_ha": -0.3134, "smiles": "[H]/P=C(/C/C=C/C=S)[C@@H](C)CC(C)C", "e_lumo_ev": -0.76, "elements": ["C", "C", "C", "C", "C", "C", "C", "C", "C", "C", "C", "P", "S", "H", "H", "H", "H", "H", "H", "H", "H", "H", "H", "H", "H", "H", "H", "H", "H", "H", "H", "H"], "coordinates": [[-0.944, 3.457, 3.079], [-0.450, 4.641, 3.729], [-0.777, 0.995, 2.594], [-0.404, 2.201, 3.316], [0.255, 0.695, 1.522], [-0.172, 1.578, -0.721], [1.117, -2.306, -2.673], [-0.923, -2.592, -1.278], [0.766, -0.872, -0.512], [-0.048, 0.329, 0.107], [0.134, -1.549, -1.735], [1.877, 1.106, 1.939], [0.730, 4.566, 4.849], [-1.731, 3.491, 2.397], [-0.908, 5.596, 3.536], [-0.885, 0.175, 3.204], [-1.696, 0.979, 2.032], [0.436, 2.114, 3.958], [0.617, 2.162, -0.546], [0.015, 1.344, -1.789], [-1.079, 2.148, -0.438], [1.599, -3.172, -2.218], [0.530, -2.792, -3.572], [1.935, -1.661, -2.919], [-1.331, -2.216, -0.263], [-1.706, -2.794, -1.910], [-0.380, -3.484, -0.776], [0.944, -1.607, 0.277], [1.759, -0.374, -0.828], [-1.050, -0.131, 0.143], [-0.500, -0.784, -2.368], [2.453, 0.831, 0.544]]}


{"formula": "C27H65F2InNO36P7S2", "method": "ωB97M-V with the def2-TZVPD basis set", "max_force_ev_per_a": 8.1, "e_homo_ha": -0.2915, "e_lumo_ev": -5.54, "elements": ["In", "N", "S", "O", "O", "F", "S", "O", "O", "F", "C", "C", "C", "O", "C", "C", "C", "O", "O", "O", "H", "H", "C", "O", "P", "O", "O", "C", "O", "C", "H", "H", "H", "H", "H", "H", "H", "H", "H", "C", "O", "P", "O", "O", "C", "O", "C", "H", "H", "H", "H", "H", "H", "H", "H", "H", "C", "O", "P", "O", "O", "C", "O", "C", "H", "H", "H", "H", "H", "H", "H", "H", "H", "C", "O", "P", "O", "O", "C", "O", "C", "H", "H", "H", "H", "H", "H", "H", "H", "H", "C", "O", "P", "O", "O", "C", "O", "C", "H", "H", "H", "H", "H", "H", "H", "H", "H", "C", "O", "P", "O", "O", "C", "O", "C", "H", "H", "H", "H", "H", "H", "H", "H", "H", "C", "O", "P", "O", "O", "C", "O", "C", "H", "H", "H", "H", "H", "H", "H", "H", "H"], "coordinates": [[-0.488, 0.662, -0.190], [-3.807, 4.825, -1.489], [-4.550, 5.220, -2.735], [-3.860, 6.065, -3.726], [-5.971, 5.355, -2.639], [-4.398, 3.790, -3.380], [-3.973, 6.346, -0.771], [-5.264, 7.042, -0.627], [-2.757, 7.169, -0.833], [-3.754, 5.793, 0.736], [7.294, -2.689, 0.034], [5.936, -2.380, -0.331], [5.352, -3.117, -1.647], [4.143, -2.990, -1.910], [6.242, -3.981, -2.412], [7.493, -4.294, -1.913], [8.018, -3.582, -0.668], [9.250, -3.729, -0.236], [8.110, -5.203, -2.594], [5.128, -1.721, 0.303], [7.697, -2.275, 0.946], [5.873, -4.454, -3.310], [2.029, 2.574, -9.492], [1.646, 2.053, -8.176], [0.619, 0.826, -8.000], [0.258, 0.514, -6.609], [-0.611, 1.217, -8.955], [-1.711, 0.365, -9.041], [1.321, -0.349, -8.878], [2.580, -0.879, -8.531], [3.068, 2.326, -9.710], [1.872, 3.646, -9.373], [1.401, 2.227, -10.313], [-2.449, 0.540, -8.258], [-1.444, -0.677, -8.865], [-2.244, 0.611, -9.960], [2.562, -1.949, -8.323], [3.075, -0.405, -7.683], [3.321, -0.822, -9.328], [2.689, 7.525, 6.539], [2.221, 6.793, 5.460], [3.292, 5.997, 4.517], [2.606, 5.182, 3.499], [4.244, 7.155, 3.862], [3.732, 8.345, 3.242], [4.257, 5.101, 5.488], [5.459, 4.525, 4.961], [3.142, 8.445, 6.171], [3.360, 6.965, 7.191], [1.866, 7.882, 7.159], [2.642, 8.311, 3.256], [3.946, 8.454, 2.179], [4.066, 9.264, 3.724], [5.483, 4.736, 3.892], [5.477, 3.438, 5.042], [6.388, 4.859, 5.424], [-7.728, 1.621, 4.267], [-8.432, 0.802, 3.335], [-7.732, -0.560, 2.785], [-6.304, -0.472, 2.361], [-7.954, -1.554, 4.056], [-9.258, -2.037, 4.291], [-8.636, -1.172, 1.639], [-8.783, -0.561, 0.426], [-8.425, 1.819, 5.082], [-7.493, 2.564, 3.775], [-6.864, 1.148, 4.734], [-9.968, -1.416, 3.745], [-9.549, -2.118, 5.338], [-9.204, -3.085, 3.996], [-9.816, -0.266, 0.243], [-8.502, -1.288, -0.336], [-8.138, 0.303, 0.267], [-6.009, -4.978, -6.175], [-5.345, -4.208, -5.164], [-4.592, -4.905, -3.858], [-3.892, -3.965, -2.981], [-3.657, -6.044, -4.555], [-2.450, -5.665, -5.160], [-5.798, -5.760, -3.135], [-5.708, -6.062, -1.788], [-6.161, -4.303, -7.018], [-5.467, -5.868, -6.494], [-7.003, -5.188, -5.781], [-2.464, -5.961, -6.210], [-1.596, -6.203, -4.748], [-2.189, -4.612, -5.061], [-5.808, -7.137, -1.640], [-6.590, -5.650, -1.298], [-4.815, -5.723, -1.263], [7.347, 6.187, -2.676], [6.093, 5.569, -2.416], [4.985, 5.324, -3.591], [3.800, 4.570, -3.069], [5.883, 4.585, -4.740], [6.730, 3.506, -4.327], [4.714, 6.856, -4.127], [3.417, 7.174, -4.658], [7.294, 7.082, -2.055], [7.542, 6.518, -3.696], [8.139, 5.553, -2.276], [6.572, 2.737, -5.083], [6.487, 3.129, -3.333], [7.766, 3.816, -4.460], [3.463, 7.938, -5.435], [2.787, 7.666, -3.917], [2.916, 6.280, -5.030], [-1.898, -6.531, 4.158], [-1.373, -7.300, 3.100], [-0.086, -6.842, 2.159], [-0.022, -5.348, 2.029], [1.145, -7.534, 2.921], [2.429, -7.451, 2.376], [-0.265, -7.750, 0.799], [-0.383, -9.134, 0.865], [-1.716, -6.919, 5.160], [-2.975, -6.505, 3.994], [-1.594, -5.485, 4.141], [2.315, -7.156, 1.333], [2.938, -8.415, 2.369], [3.019, -6.744, 2.960], [-0.436, -9.516, 1.884], [0.398, -9.680, 0.334], [-1.368, -9.325, 0.440], [-1.088, 1.982, 8.706], [0.155, 1.394, 8.478], [0.258, 0.015, 7.673], [-0.301, 0.062, 6.247], [-0.571, -1.039, 8.575], [-0.178, -1.231, 9.889], [1.808, -0.484, 7.826], [2.113, -1.776, 7.314], [-1.869, 1.261, 8.949], [-1.314, 2.556, 7.807], [-1.012, 2.650, 9.564], [-1.070, -1.235, 10.515], [0.532, -0.537, 10.339], [0.308, -2.206, 9.919], [1.265, -2.310, 6.885], [2.430, -2.314, 8.207], [2.922, -1.788, 6.584]]}


{"formula": "C4H5NO", "method": "ωB97M-V with the def2-TZVPD basis set", "max_force_ev_per_a": 5.1, "e_above_lowest_kcal_mol": 48.3, "e_homo_ha": -0.3549, "smiles": "C=CCN=C=O", "e_lumo_ev": 0.28, "elements": ["C", "C", "C", "N", "C", "O", "H", "H", "H", "H", "H"], "coordinates": [[-0.487, 0.828, -0.524], [0.512, -0.368, -0.204], [1.578, -0.080, 0.566], [-1.596, 0.561, 0.363], [-1.688, -0.656, 0.422], [-2.197, -1.724, 0.472], [-0.729, 0.690, -1.585], [-0.056, 1.818, -0.332], [0.566, -1.211, -0.890], [2.493, -0.663, 0.517], [1.602, 0.804, 1.195]]}